Entry 1:
Formula: C30H42As3NRuS4
Source: the OMol25 dataset
Level of theory: wB97M-V/def2-TZVPD

- gap between HOMO and LUMO (alpha / beta) (eV) = 7.18 / 6.39
- total energy (eV) = -261714.9639
- ⟨S²⟩ = 8.779
- ΔE to the lowest compared entry with this formula, charge and spin (kJ/mol) = 3.8
- multiplicity = 6
- total charge = +1
- max |F| (eV/Å) = 0.25

Each line ends with the Löwdin charge.
Atoms and positions in Å:
Ru  0.23  0.82  0.15  0.484
S  -0.79  2.68  1.33  0.547
C  0.56  3.75  1.71  -0.665
C  0.29  5.11  1.86  -0.114
C  1.30  6.01  2.17  -0.065
C  2.60  5.56  2.37  -0.066
C  2.88  4.22  2.25  -0.093
C  1.88  3.31  1.91  -0.535
S  2.29  1.59  1.75  0.873
C  3.53  1.64  0.42  -0.369
C  3.09  2.51  -0.73  -0.333
C  4.02  3.24  -1.44  0.003
C  3.58  4.05  -2.48  -0.021
C  2.22  4.10  -2.75  0.005
C  1.36  3.35  -1.98  -0.321
C  -0.13  3.41  -2.19  -0.374
S  -0.88  1.77  -2.20  0.875
C  0.16  0.97  -3.40  -0.526
C  0.07  1.38  -4.73  -0.096
C  0.89  0.82  -5.69  -0.068
C  1.79  -0.17  -5.34  -0.064
C  1.86  -0.61  -4.02  -0.115
C  1.06  -0.04  -3.03  -0.649
S  1.20  -0.70  -1.40  0.563
N  1.79  2.55  -1.00  0.068
H  -0.72  5.46  1.72  0.102
H  1.06  7.06  2.27  0.112
H  3.39  6.26  2.63  0.111
H  3.89  3.85  2.43  0.112
H  3.64  0.60  0.10  0.073
H  4.48  1.97  0.81  0.086
H  5.07  3.19  -1.19  0.123
H  4.28  4.63  -3.07  0.119
H  1.83  4.73  -3.54  0.123
H  -0.38  3.94  -3.10  0.088
H  -0.61  3.93  -1.35  0.068
H  -0.65  2.14  -5.00  0.112
H  0.81  1.15  -6.72  0.111
H  2.43  -0.62  -6.08  0.112
H  2.55  -1.39  -3.75  0.101
C  -3.34  -0.39  -1.57  -0.307
As  -2.31  -0.43  0.09  1.041
C  -3.59  0.36  1.32  -0.297
C  -2.55  -2.35  0.45  -0.331
C  -1.64  -3.11  1.44  -0.657
C  -0.38  -3.58  0.73  -0.082
C  -1.27  -2.23  2.66  -0.335
As  0.14  -0.90  2.38  1.026
C  -0.08  0.15  4.01  -0.292
C  1.75  -1.90  2.86  -0.279
C  -2.43  -4.31  2.02  -0.383
As  -3.12  -5.89  1.00  1.133
C  -3.32  -5.30  -0.87  -0.357
C  -1.45  -6.89  0.76  -0.348
H  -4.22  -1.03  -1.45  0.037
H  -2.73  -0.77  -2.38  0.027
H  -3.66  0.62  -1.79  0.018
H  -4.54  -0.16  1.25  0.038
H  -3.72  1.41  1.05  0.021
H  -3.22  0.32  2.34  0.013
H  -2.50  -2.82  -0.53  0.053
H  -3.60  -2.43  0.77  0.085
H  0.19  -2.74  0.31  0.010
H  -0.62  -4.23  -0.11  0.062
H  0.27  -4.14  1.40  0.094
H  -0.91  -2.87  3.47  0.083
H  -2.15  -1.71  3.04  0.076
H  -0.08  -0.53  4.87  0.040
H  -1.01  0.70  3.97  0.017
H  0.75  0.85  4.11  0.012
H  1.54  -2.50  3.74  0.039
H  2.55  -1.20  3.08  0.014
H  2.06  -2.54  2.04  0.023
H  -3.30  -3.92  2.54  0.061
H  -1.82  -4.79  2.79  0.066
H  -4.13  -4.57  -0.95  0.011
H  -3.61  -6.19  -1.43  0.019
H  -2.41  -4.90  -1.31  0.009
H  -1.03  -7.12  1.74  0.018
H  -0.71  -6.37  0.16  0.007
H  -1.70  -7.84  0.28  0.017


Entry 2:
Formula: C30H42BGe2N6PdS2
Source: the OMol25 dataset
Level of theory: wB97M-V/def2-TZVPD

- gap between HOMO and LUMO (alpha / beta) (eV) = 6.42 / 6.42
- total energy (eV) = -179586.5456
- ΔE to the lowest compared entry with this formula, charge and spin (kJ/mol) = 91.7
- total charge = +1
- max |F| (eV/Å) = 1.66

Each line ends with the Löwdin charge.
Atoms and positions in Å:
Pd  -0.19  0.93  1.04  0.406
C  -3.77  3.55  2.10  -0.022
N  -3.43  2.14  2.27  -0.128
C  -4.32  1.10  2.05  -0.047
C  -3.69  -0.02  2.44  -0.075
N  -2.42  0.31  2.90  -0.017
B  -1.85  -0.56  4.13  -0.390
N  -0.85  -1.71  3.67  0.005
C  -1.05  -3.05  3.89  -0.032
C  0.07  -3.72  3.48  -0.021
N  0.94  -2.77  3.02  -0.128
C  2.26  -3.02  2.44  0.010
C  0.36  -1.56  3.13  -0.675
S  1.08  -0.02  2.78  0.728
C  -2.27  1.67  2.79  -0.757
S  -0.88  2.61  3.06  0.645
H  -4.43  3.66  1.25  0.093
H  -2.85  4.11  1.94  0.053
H  -4.26  3.93  3.00  0.104
H  -5.31  1.26  1.66  0.128
H  -4.04  -1.03  2.45  0.125
H  -1.28  0.18  4.88  0.072
H  -2.80  -1.13  4.60  0.079
H  -1.95  -3.42  4.33  0.129
H  0.31  -4.76  3.50  0.133
H  2.35  -4.08  2.25  0.100
H  3.04  -2.69  3.12  0.102
H  2.35  -2.47  1.50  0.078
C  4.93  1.57  0.83  -0.150
C  3.54  1.47  1.47  -0.388
Ge  2.12  1.19  0.18  0.807
C  1.97  2.70  -1.04  -0.355
C  3.12  2.69  -2.06  -0.141
C  2.53  -0.34  -0.90  -0.253
C  1.58  -1.13  -1.43  -0.323
Ge  -0.22  -0.81  -0.73  0.922
C  -1.59  -0.35  -2.04  -0.363
C  -1.74  -1.28  -3.25  -0.141
C  -0.89  -2.26  0.38  -0.344
C  -1.39  -3.57  -0.25  -0.134
C  1.92  -2.19  -2.44  -0.227
C  3.14  -2.14  -3.13  -0.037
C  3.47  -3.13  -4.04  -0.066
C  2.60  -4.19  -4.29  -0.074
C  1.39  -4.24  -3.62  -0.062
C  1.06  -3.24  -2.71  -0.063
H  5.70  1.55  1.61  0.077
H  5.08  2.50  0.28  0.057
H  5.15  0.74  0.16  0.063
H  3.32  2.37  2.05  0.073
H  3.51  0.64  2.17  0.006
H  1.96  3.63  -0.47  0.061
H  1.03  2.63  -1.58  0.049
H  4.10  2.77  -1.60  0.051
H  3.03  3.54  -2.74  0.078
H  3.11  1.79  -2.67  0.066
H  3.57  -0.50  -1.16  0.061
H  -1.39  0.66  -2.40  0.050
H  -2.52  -0.32  -1.48  0.048
H  -0.83  -1.36  -3.83  0.068
H  -2.52  -0.89  -3.92  0.076
H  -2.05  -2.29  -2.96  0.057
H  -1.69  -1.82  0.98  0.051
H  -0.07  -2.47  1.05  0.022
H  -2.21  -3.41  -0.96  0.066
H  -1.77  -4.24  0.52  0.073
H  -0.60  -4.11  -0.78  0.050
H  3.82  -1.32  -2.98  0.103
H  4.42  -3.08  -4.57  0.109
H  2.87  -4.96  -5.00  0.109
H  0.70  -5.05  -3.81  0.110
H  0.12  -3.30  -2.20  0.056
N  -3.09  6.26  -3.39  0.197
C  -2.74  5.44  -2.66  -0.146
C  -2.29  4.42  -1.73  -0.192
C  -1.20  4.66  -0.91  0.022
C  -0.79  3.64  -0.06  -0.178
N  -1.40  2.45  0.00  -0.033
C  -2.48  2.26  -0.77  -0.138
C  -2.96  3.21  -1.64  0.018
H  -0.68  5.60  -0.93  0.138
H  0.02  3.80  0.63  0.078
H  -3.01  1.33  -0.63  0.098
H  -3.84  3.01  -2.24  0.136


Entry 3:
Formula: C30H42ClF18N2OPS
Source: the OMol25 dataset
Level of theory: wB97M-V/def2-TZVPD

- gap between HOMO and LUMO (eV) = 7.62
- total energy (eV) = -118370.3577
- total charge = 0
- max |F| (eV/Å) = 6.33

Each line ends with the Löwdin charge.
Atoms and positions in Å:
C  4.05  -2.47  0.65  -0.176
O  3.72  -2.69  -0.75  -0.235
C  3.81  -4.13  -0.92  -0.258
C  3.77  -4.59  -2.44  -0.167
C  2.40  -4.25  -3.21  -0.207
C  1.08  -4.65  -2.41  -0.212
C  -0.28  -4.02  -3.02  -0.193
C  -0.12  -2.42  -2.97  -0.216
C  -1.34  -1.69  -2.20  -0.188
C  -1.53  -2.32  -0.73  -0.276
C  -1.91  -1.28  0.41  -0.343
P  -0.71  0.13  0.75  0.654
Cl  1.04  -1.11  0.43  0.429
C  0.04  0.48  2.50  -0.298
C  1.59  0.97  2.37  -0.251
C  1.78  2.18  3.45  -0.087
C  3.27  2.72  3.54  -0.308
F  3.24  4.13  3.29  0.040
F  4.16  2.11  2.63  0.078
C  3.74  2.58  5.07  -0.342
F  5.04  3.04  5.31  0.104
F  2.89  3.37  5.90  0.082
F  3.63  1.23  5.53  0.083
C  -0.26  1.37  -0.58  -0.279
C  0.99  0.98  -1.52  -0.168
C  1.01  2.11  -2.69  -0.305
F  0.44  3.34  -2.30  0.061
F  0.11  1.59  -3.70  0.034
C  2.42  2.21  -3.40  -0.213
F  2.21  2.84  -4.67  0.080
F  2.74  0.86  -3.78  0.079
C  3.67  2.73  -2.59  -0.218
F  4.29  1.57  -2.02  0.087
F  4.63  3.16  -3.56  0.095
C  3.52  3.75  -1.40  -0.304
F  2.56  3.43  -0.41  0.078
F  4.76  3.66  -0.69  0.062
S  3.33  5.56  -1.80  1.002
F  1.78  5.63  -1.12  -0.175
F  2.75  5.31  -3.32  -0.144
F  4.92  5.72  -2.30  -0.158
F  3.89  5.90  -0.24  -0.177
F  3.17  7.20  -2.08  -0.161
C  -2.24  1.17  1.38  -0.350
C  -3.04  0.52  2.49  -0.086
C  -4.27  1.22  3.07  -0.042
C  -4.51  2.56  2.37  -0.069
C  -3.55  3.03  1.31  -0.137
N  -2.40  2.43  0.75  0.040
H  3.43  -3.14  1.36  0.095
H  3.83  -1.40  0.98  0.066
H  5.16  -2.65  0.88  0.098
H  3.02  -4.65  -0.26  0.121
H  4.83  -4.47  -0.50  0.124
H  4.61  -4.01  -2.98  0.119
H  3.97  -5.72  -2.57  0.118
H  2.46  -3.13  -3.47  0.107
H  2.40  -4.79  -4.22  0.115
H  1.12  -4.30  -1.32  0.093
H  0.99  -5.79  -2.37  0.115
H  -1.21  -4.40  -2.48  0.106
H  -0.33  -4.34  -4.11  0.106
H  0.85  -2.12  -2.44  0.075
H  -0.07  -2.05  -4.05  0.118
H  -2.27  -1.95  -2.84  0.118
H  -1.27  -0.56  -2.23  0.081
H  -0.70  -3.06  -0.45  0.083
H  -2.46  -3.00  -0.83  0.107
H  -2.91  -0.81  0.09  0.062
H  -2.03  -1.89  1.38  0.104
H  -0.49  1.36  3.01  0.087
H  0.04  -0.45  3.15  0.101
H  2.33  0.15  2.59  0.095
H  1.74  1.47  1.35  0.081
H  1.34  1.90  4.48  0.135
H  1.11  3.04  3.07  0.141
H  0.08  2.33  -0.05  0.102
H  -1.10  1.58  -1.33  0.113
H  2.01  1.06  -1.03  0.094
H  0.84  0.00  -2.10  0.091
H  -2.74  -0.50  2.91  0.094
H  -4.91  0.76  3.87  0.091
H  -5.40  3.20  2.66  0.088
H  -3.79  4.07  0.87  0.105
C  -8.63  -0.93  0.87  -0.109
C  -8.15  -2.06  1.77  -0.264
C  -6.77  -1.80  2.37  -0.188
C  -5.71  -1.76  1.35  -0.194
N  -4.88  -1.73  0.56  0.188
H  -7.99  -0.81  -0.01  0.075
H  -9.64  -1.15  0.51  0.074
H  -8.66  0.01  1.41  0.076
H  -8.14  -3.00  1.20  0.114
H  -8.86  -2.19  2.58  0.109
H  -6.54  -2.59  3.09  0.120
H  -6.78  -0.86  2.93  0.108